ORCA calculation (ωB97M-V/def2-TZVPD) on 4 unconnected molecules or ions with the total composition C31H67N2O13S in a non-equilibrium geometry.

XYZ file:
```
114
Properties=species:S:1:pos:R:3:forces:R:3
C 4.530103 -1.133960 1.124336 0.43 -0.28 0.50
C 3.578968 -1.723995 0.406289 -0.78 0.55 -0.24
C 2.735786 -2.875577 0.972830 1.95 -0.65 -0.12
N 1.422616 -3.082749 0.283946 1.15 0.33 -0.90
C 1.679021 -3.391433 -1.174426 -0.68 -0.60 -0.70
C 0.343160 -3.867413 -1.754217 0.62 -0.78 -1.00
N -0.749101 -2.886640 -1.693659 1.20 -0.31 0.74
C -0.848115 -2.128225 -0.431855 -0.72 -0.11 0.16
C -1.999504 -2.675899 0.482283 0.80 0.53 -0.23
S -1.587409 -4.056184 1.565364 -2.76 -3.02 0.24
O -1.068018 -5.209892 0.854433 1.54 1.40 -0.54
O -2.812479 -4.402400 2.233047 0.22 1.14 0.49
C 0.521614 -1.885859 0.285635 -0.99 1.26 0.23
C 0.397039 -1.194223 1.683225 0.40 0.15 -0.81
C -0.589639 0.024470 1.687348 0.59 -0.79 1.19
O -0.067308 0.955343 2.661548 -0.13 -0.10 -1.60
C 0.626178 2.008653 2.085367 0.81 -1.03 -0.38
O 0.527560 3.056659 2.595462 -0.31 1.92 0.99
C 1.552375 1.883212 0.860401 -0.73 -0.75 -0.34
C 0.827769 2.543723 -0.370950 0.69 0.03 0.62
H 5.124139 -1.734132 1.830167 -0.83 0.68 0.59
H 4.741649 -0.062145 1.045701 0.74 -0.67 -0.80
H 3.409939 -1.307871 -0.600059 -0.83 0.13 0.73
H 2.607533 -2.731625 2.055919 -0.26 -0.03 -0.53
H 3.311987 -3.815978 0.838190 -0.59 0.22 0.13
H 1.007937 -3.944037 0.666301 -0.33 0.30 0.04
H 2.441419 -4.186571 -1.247078 -0.46 0.26 0.16
H 2.062336 -2.518057 -1.721413 -0.22 -0.06 0.58
H 0.116173 -4.856167 -1.304307 -0.13 0.52 0.01
H 0.532158 -4.070756 -2.828631 -0.07 0.07 0.51
H -1.593628 -3.413911 -1.897828 -0.07 0.47 0.08
H -1.174258 -1.109906 -0.729180 0.12 -0.46 0.31
H -2.498451 -1.913810 1.106341 0.45 -0.31 -0.12
H -2.791747 -3.049733 -0.196860 0.31 -0.27 0.65
H -0.689302 -3.740833 2.554936 -0.03 0.60 -0.61
H 1.037278 -1.133541 -0.343314 -0.04 -0.57 0.20
H 0.224792 -1.896521 2.515047 -0.22 0.33 -0.32
H 1.388976 -0.741843 1.872481 -0.45 -0.33 0.06
H -1.572644 -0.261332 2.098426 0.36 0.17 -0.43
H -0.705172 0.486397 0.694478 0.08 -0.18 0.37
H 1.819215 0.843544 0.597501 -0.14 0.35 0.27
H 2.488689 2.400486 1.124546 -0.49 -0.13 -0.12
H 1.129423 3.602338 -0.410680 -0.31 -0.43 -0.17
H -0.267058 2.500081 -0.238275 0.47 0.00 -0.32
H 1.157168 2.024185 -1.285388 -0.33 0.38 0.24
C -7.335850 -1.228645 -3.136850 0.04 -0.07 0.18
O -7.347706 -1.529302 -1.757132 -0.07 -0.13 -0.10
C -8.387737 -0.841874 -1.071260 0.43 -0.09 0.13
C -8.690268 -1.515871 0.253639 -0.28 0.03 -0.04
O -9.532981 -2.654974 0.125703 0.19 0.02 -0.05
C -8.924875 -3.833568 -0.391822 -0.23 -0.04 0.18
C -8.018649 -4.527087 0.606867 0.31 0.06 -0.34
O -6.741849 -3.903850 0.632373 0.03 0.17 0.12
C -5.992323 -4.268484 1.773246 -0.18 0.09 -0.21
H -7.196537 -0.154715 -3.301927 -0.07 0.01 -0.10
H -6.506209 -1.768639 -3.592420 0.01 0.02 0.06
H -8.265636 -1.563104 -3.609266 -0.02 0.13 -0.07
H -9.295652 -0.817149 -1.683814 -0.03 0.02 0.04
H -8.044987 0.185153 -0.887815 -0.20 0.09 0.01
H -9.256887 -0.809652 0.865135 -0.05 -0.03 -0.06
H -7.777851 -1.758670 0.801664 0.12 -0.01 -0.18
H -8.409896 -3.631723 -1.332612 0.20 0.00 0.10
H -9.754754 -4.507768 -0.614978 -0.02 0.04 0.07
H -7.877137 -5.573706 0.305989 -0.16 -0.06 0.09
H -8.475731 -4.493217 1.602066 -0.06 -0.03 -0.01
H -6.498054 -3.936205 2.686866 0.00 -0.13 0.06
H -5.027172 -3.773065 1.714108 -0.04 -0.04 -0.04
H -5.833163 -5.351522 1.804652 0.03 -0.01 0.13
C 6.820939 7.176151 6.643510 -0.16 -0.03 -0.07
O 5.925820 6.521049 5.768767 0.02 -0.17 0.17
C 6.598545 5.670935 4.854205 -0.36 0.34 -0.03
C 5.637354 4.650371 4.276196 0.20 -0.17 -0.01
O 5.408861 3.540496 5.139869 -0.09 0.11 -0.01
C 4.561250 3.785675 6.260141 0.00 -0.27 -0.07
C 3.095630 3.893798 5.886849 0.02 0.52 0.19
O 2.800628 5.193231 5.404754 0.09 -0.04 -0.15
C 1.563983 5.229613 4.719864 0.20 0.08 0.03
H 7.538293 7.785548 6.083881 0.09 -0.01 0.07
H 6.238755 7.823916 7.297047 -0.03 -0.01 -0.08
H 7.352080 6.445961 7.264384 0.13 0.05 -0.03
H 7.426506 5.153226 5.352389 0.02 -0.05 -0.05
H 6.996396 6.296708 4.043974 0.16 -0.14 -0.06
H 6.099964 4.225595 3.381127 0.05 -0.04 0.07
H 4.696939 5.110720 3.967394 0.02 0.17 0.16
H 4.898920 4.653507 6.828192 -0.16 0.13 -0.10
H 4.679483 2.910800 6.904142 0.01 -0.03 -0.08
H 2.477536 3.716268 6.777646 0.00 -0.22 -0.02
H 2.856457 3.143871 5.122277 0.00 -0.08 0.03
H 1.601130 4.584814 3.838209 -0.14 0.01 0.12
H 1.386728 6.253654 4.393523 0.06 0.01 0.10
H 0.745645 4.919567 5.379051 -0.07 -0.06 -0.08
C -0.382732 -2.022138 -5.934332 0.04 0.19 -0.11
O 0.188971 -0.732424 -5.932520 0.21 -0.20 0.11
C 0.234420 -0.169193 -4.634065 -0.15 0.20 -0.48
C 1.250172 0.954621 -4.574108 0.10 -0.06 0.22
O 2.588398 0.491471 -4.416261 -0.15 -0.09 0.00
C 3.196164 -0.069612 -5.580421 0.25 0.10 0.11
C 3.594603 0.972216 -6.606578 -0.32 -0.20 -0.35
O 2.472981 1.341888 -7.391149 -0.10 0.12 0.20
C 2.696598 2.540979 -8.105959 -0.06 -0.13 0.01
H -1.405878 -1.996909 -5.543590 -0.01 -0.10 0.05
H -0.404190 -2.379535 -6.962323 -0.01 0.07 0.01
H 0.230108 -2.712690 -5.340825 -0.09 -0.05 0.08
H 0.495996 -0.937607 -3.893415 -0.02 0.01 0.06
H -0.764927 0.228028 -4.407984 0.01 -0.01 0.24
H 1.044054 1.544248 -3.676295 0.03 -0.03 0.01
H 1.161680 1.626812 -5.428692 -0.08 -0.17 -0.12
H 2.567756 -0.847145 -6.017462 -0.09 0.15 -0.15
H 4.108126 -0.552951 -5.221734 0.00 0.08 0.05
H 4.353904 0.550502 -7.278328 0.17 0.04 0.14
H 4.007218 1.850813 -6.097185 0.08 -0.03 0.05
H 2.859165 3.374833 -7.414272 0.11 0.04 -0.06
H 1.807473 2.751170 -8.697745 0.01 -0.08 0.02
H 3.554834 2.438917 -8.777984 0.04 0.10 0.01
```
Positions in Å, forces in eV/Å.

Results
- E_HOMO (eV) = -10.58
- net charge = +1